{
  "formula": "C22H29N3OS",
  "method": "ωB97M-V with the def2-TZVPD basis set",
  "homo_lumo_gap_ev": 8.51,
  "relative_energy_kcal_mol": 0.0,
  "total_energy_ha": -1493.43583,
  "smiles": "COc1ccc(CCNC(=S)NC2CCN(Cc3ccccc3)CC2)cc1",
  "lumo_ev": 0.61,
  "elements": ["C", "O", "C", "C", "C", "C", "C", "C", "N", "C", "S", "N", "C", "C", "C", "N", "C", "C", "C", "C", "C", "C", "C", "C", "C", "C", "C", "H", "H", "H", "H", "H", "H", "H", "H", "H", "H", "H", "H", "H", "H", "H", "H", "H", "H", "H", "H", "H", "H", "H", "H", "H", "H", "H", "H", "H"],
  "positions_angstrom": [[-1.81717, 2.07116, 4.21341], [-2.05335, 1.79505, 2.85513], [-2.37851, 0.52072, 2.49607], [-2.46038, -0.56019, 3.36665], [-2.79306, -1.81384, 2.88108], [-3.05411, -2.02355, 1.53503], [-3.34709, -3.39824, 1.00851], [-2.04901, -4.21294, 0.86510], [-1.05674, -3.53071, 0.06893], [-1.09851, -3.53453, -1.28293], [-2.13111, -4.49957, -2.14606], [-0.22330, -2.75721, -1.95545], [0.78973, -1.87644, -1.41686], [0.23551, -0.48335, -1.09329], [1.35982, 0.41730, -0.59592], [2.39287, 0.52958, -1.60740], [3.38575, 1.52960, -1.25282], [2.78477, 2.90933, -1.24797], [2.99466, 3.78451, -0.19234], [2.44206, 5.05409, -0.21174], [1.66835, 5.45792, -1.28527], [1.45074, 4.58780, -2.34126], [2.00778, 3.32284, -2.32369], [2.98356, -0.76523, -1.87935], [1.92430, -1.71812, -2.42704], [-2.97438, -0.93452, 0.67260], [-2.64280, 0.31980, 1.14088], [-0.95648, 1.51181, 4.59536], [-2.69581, 1.84984, 4.82808], [-1.60265, 3.13745, 4.26412], [-2.27046, -0.44062, 4.42183], [-2.85476, -2.64366, 3.57094], [-3.81847, -3.33101, 0.02743], [-4.01728, -3.93475, 1.68128], [-1.60983, -4.40287, 1.84748], [-2.26989, -5.16332, 0.37510], [-0.61703, -2.74116, 0.51748], [-0.32329, -2.78877, -2.95889], [1.19567, -2.33202, -0.50346], [-0.19067, -0.05362, -2.00069], [-0.55082, -0.53957, -0.33886], [0.96799, 1.41593, -0.39176], [1.76733, 0.01032, 0.35050], [3.84989, 1.31687, -0.27219], [4.17635, 1.49287, -2.01032], [3.59565, 3.47260, 0.65064], [2.61467, 5.72742, 0.61521], [1.23553, 6.44735, -1.29933], [0.84655, 4.89897, -3.18093], [1.83990, 2.63521, -3.13837], [3.77372, -0.63541, -2.62318], [3.43925, -1.20449, -0.97109], [1.52252, -1.30242, -3.35254], [2.37491, -2.68766, -2.64462], [-3.18008, -1.07386, -0.37931], [-2.58280, 1.16733, 0.47612]],
  "atomic_forces_ev_per_a": [[0.0, 0.0, 0.2], [-0.1, -0.1, -0.3], [0.0, 0.0, -0.2], [0.1, 0.3, 0.2], [0.0, 0.0, -0.2], [-0.1, -0.1, 0.1], [0.3, -0.1, 0.0], [-0.4, -0.2, 0.1], [0.4, 0.4, -0.1], [0.2, 0.0, -0.1], [-0.6, -0.5, -0.5], [0.2, 0.1, 0.1], [-0.1, 0.3, 0.0], [0.3, -0.1, 0.3], [-0.3, 0.0, -0.1], [0.2, 0.0, 0.1], [0.0, -0.1, -0.1], [0.1, 0.1, 0.1], [0.0, -0.1, -0.1], [0.0, 0.1, 0.0], [0.0, 0.1, 0.1], [0.0, 0.0, -0.1], [0.0, 0.0, 0.0], [-0.1, -0.1, -0.3], [0.2, -0.1, 0.4], [0.0, 0.0, 0.1], [0.0, 0.2, 0.2], [0.0, 0.0, 0.0], [0.0, 0.0, 0.0], [0.0, -0.1, 0.1], [0.0, 0.1, 0.1], [0.0, -0.1, 0.1], [0.0, -0.1, 0.0], [-0.1, 0.0, 0.0], [0.0, 0.0, 0.0], [0.1, 0.1, 0.2], [0.1, 0.0, 0.0], [-0.1, -0.1, 0.1], [0.0, 0.0, -0.1], [-0.1, 0.0, -0.1], [0.0, 0.0, 0.0], [0.0, -0.1, 0.1], [0.0, 0.1, 0.0], [0.0, 0.0, -0.1], [0.0, -0.1, 0.1], [0.0, -0.1, 0.1], [0.0, 0.1, 0.1], [0.0, 0.1, 0.0], [0.0, 0.0, -0.1], [0.0, -0.1, -0.1], [0.0, 0.0, 0.1], [0.0, 0.0, 0.0], [0.0, 0.0, -0.1], [0.0, 0.0, 0.0], [0.0, 0.0, -0.1], [0.0, 0.1, -0.1]],
  "lowdin_charge": [-0.093, -0.087, -0.278, -0.018, -0.036, -0.252, -0.142, -0.221, 0.005, -0.879, 0.617, 0.018, -0.331, -0.113, -0.179, -0.174, -0.160, -0.233, -0.047, -0.087, -0.096, -0.082, -0.042, -0.194, -0.125, -0.049, -0.012, 0.094, 0.096, 0.093, 0.102, 0.116, 0.094, 0.118, 0.120, 0.081, 0.124, 0.113, 0.150, 0.130, 0.086, 0.124, 0.133, 0.126, 0.130, 0.108, 0.100, 0.099, 0.101, 0.113, 0.122, 0.129, 0.124, 0.122, 0.122, 0.121]
}

***

{
  "formula": "C22H29N3Pt",
  "method": "ωB97M-V with the def2-TZVPD basis set",
  "homo_lumo_gap_ev": [7.54, 5.71],
  "total_energy_ha": -1138.44248,
  "total_charge": 2,
  "s2": 6.017,
  "spin_multiplicity": 5,
  "lumo_ev": [-6.14, -9.15],
  "elements": ["C", "C", "H", "H", "H", "H", "H", "H", "C", "C", "C", "C", "H", "H", "H", "H", "N", "C", "C", "N", "C", "C", "C", "H", "H", "C", "H", "H", "Pt", "C", "H", "H", "H", "C", "N", "C", "C", "C", "C", "C", "C", "C", "C", "H", "H", "H", "H", "H", "H", "H", "H", "H", "H", "H", "H"],
  "positions_angstrom": [[-2.11923, -0.95006, -0.25954], [-2.11171, 1.93166, -2.18189], [-3.18787, -0.60982, -0.28246], [-1.89819, -1.33992, 0.72762], [-2.02024, -1.71738, -1.03569], [-1.55284, 2.57475, -2.85987], [-2.82830, 1.34884, -2.77863], [-2.70616, 2.54295, -1.47153], [0.35276, -2.41023, -0.22883], [1.08714, -3.57570, -0.40147], [1.86906, -3.70673, -1.54834], [1.91105, -2.65384, -2.46213], [-0.15516, -2.19027, 0.70856], [1.03928, -4.31336, 0.39282], [2.46424, -4.60678, -1.68842], [2.59238, -2.64440, -3.30562], [0.24853, -1.51258, -1.21735], [1.10981, -1.51378, -2.25137], [1.32590, -0.22345, -2.92647], [0.54999, 0.82654, -2.52295], [0.86930, 2.07594, -2.89642], [2.77307, 1.30803, -4.13454], [1.97931, 2.35343, -3.68185], [0.23697, 2.88638, -2.54001], [2.17396, 3.39832, -3.89722], [2.42594, 0.00655, -3.77806], [3.01027, -0.83264, -4.12888], [3.63390, 1.51509, -4.76159], [-1.12016, 0.60642, -0.96476], [-0.64790, 2.62396, -0.23224], [-0.90064, 3.42983, -0.92847], [0.42019, 2.73542, -0.00058], [-1.21324, 2.76735, 0.69492], [-3.32397, -1.04354, 3.01518], [-1.96470, -0.56269, 3.09259], [-1.22294, -0.97968, 4.24699], [-1.58124, 0.64574, 2.41539], [-0.11743, 0.66006, 2.04656], [0.83776, 0.87960, 3.05372], [2.20227, 0.76871, 2.77514], [2.61145, 0.50564, 1.47228], [1.65889, 0.39927, 0.44890], [0.30370, 0.49579, 0.72519], [-3.65995, -1.35731, 4.01495], [-3.37631, -1.93492, 2.36653], [-4.01658, -0.28888, 2.61042], [-0.25776, -1.41819, 3.96265], [-1.03196, -0.14913, 4.94441], [-1.82075, -1.74212, 4.75965], [-2.20469, 0.74912, 1.51219], [-1.78284, 1.52281, 3.07181], [0.51753, 1.12418, 4.07622], [2.93618, 0.91200, 3.57205], [3.67257, 0.39551, 1.23132], [2.00936, 0.28749, -0.57090]],
  "atomic_forces_ev_per_a": [[-3.1, -1.4, -0.5], [-2.5, 0.3, -0.1], [0.6, -0.2, 0.1], [0.3, 0.0, -0.2], [-0.3, -0.1, 0.5], [0.1, -0.2, 0.3], [0.2, -0.2, 0.1], [0.2, -0.2, -0.7], [0.0, -0.4, -1.1], [-0.1, 0.4, 0.2], [-0.2, 0.1, -0.1], [-0.1, 0.6, 0.1], [0.0, -0.2, -0.4], [0.3, 0.0, -0.2], [-0.1, 0.3, -0.1], [-0.1, -0.3, 0.2], [1.3, 0.6, 0.4], [-0.2, -1.4, 0.8], [0.1, 1.4, -0.5], [0.7, -0.4, -0.2], [0.3, -0.4, -0.2], [-0.4, 0.0, 0.0], [-0.3, 0.1, 0.2], [0.4, -0.3, -0.1], [0.2, -0.2, -0.1], [-0.6, 0.0, 0.4], [0.1, 0.1, 0.0], [-0.1, -0.2, 0.1], [3.6, 1.9, 0.5], [0.8, 1.1, 0.0], [-0.2, -0.3, 0.2], [-0.4, -0.3, -0.1], [0.0, -0.2, -0.3], [-0.8, -0.2, -0.1], [-0.8, 0.6, 1.1], [0.1, -1.1, 0.6], [0.2, 0.9, -1.0], [0.3, 0.2, 0.1], [0.3, -0.2, 0.0], [-0.2, 0.2, 0.2], [-0.2, -0.1, -0.3], [0.5, 0.3, 0.3], [-0.2, -0.4, 0.3], [0.1, 0.2, -0.4], [0.1, 0.2, 0.1], [0.5, -0.2, 0.0], [-0.1, 0.2, 0.0], [-0.1, -0.1, -0.4], [0.4, 0.2, 0.0], [0.1, 0.0, 0.6], [-0.2, -0.6, 0.0], [0.2, -0.1, -0.5], [-0.3, 0.0, -0.3], [-0.4, 0.1, 0.1], [0.0, 0.0, 0.2]],
  "mulliken_spin": [0.412, 0.227, 0.022, -0.041, 0.015, 0.007, 0.046, -0.004, -0.018, 0.013, -0.007, 0.019, 0.006, 0.001, 0.000, 0.001, 0.141, -0.001, 0.010, 0.153, -0.022, -0.004, 0.005, 0.002, 0.002, 0.015, 0.001, 0.000, 1.343, 0.317, 0.002, 0.008, -0.011, -0.012, 0.746, -0.015, 0.070, 0.053, 0.016, -0.001, 0.013, -0.076, 0.328, 0.018, 0.048, 0.012, 0.033, 0.040, 0.006, -0.022, 0.084, -0.003, 0.000, 0.003, -0.004]
}

***

{
  "formula": "C22H29N4O2PdSSb2",
  "method": "ωB97M-V with the def2-TZVPD basis set",
  "homo_lumo_gap_ev": [8.43, 5.63],
  "total_energy_ha": -2230.71064,
  "total_charge": 3,
  "s2": 6.063,
  "spin_multiplicity": 5,
  "lumo_ev": [-7.86, -11.43],
  "elements": ["Pd", "N", "C", "C", "C", "C", "C", "C", "S", "O", "O", "N", "C", "N", "C", "C", "C", "N", "H", "H", "H", "H", "H", "H", "H", "H", "H", "C", "Sb", "C", "C", "C", "C", "C", "C", "C", "C", "C", "Sb", "C", "C", "H", "H", "H", "H", "H", "H", "H", "H", "H", "H", "H", "H", "H", "H", "H", "H", "H", "H", "H", "H"],
  "positions_angstrom": [[-0.16173, -0.32039, -0.12911], [6.70076, -5.16764, -1.48023], [5.70469, -4.31863, -1.30661], [5.77992, -3.33525, -0.26613], [4.75070, -2.45597, -0.09893], [3.63425, -2.53284, -0.95224], [3.54033, -3.48646, -1.97881], [4.55763, -4.37751, -2.16399], [2.31397, -1.34719, -0.73429], [1.62786, -1.23086, -1.99724], [2.97862, -0.19198, -0.18531], [1.20235, -1.94844, 0.25614], [1.31787, -1.66229, 1.64174], [2.32603, -2.10179, 2.35868], [2.27279, -1.78564, 3.65853], [1.23715, -1.03914, 4.20630], [0.24887, -0.60156, 3.35073], [0.27627, -0.92494, 2.04815], [7.52689, -5.14560, -0.89467], [6.68471, -5.87165, -2.20809], [6.65839, -3.29948, 0.36556], [4.78698, -1.69396, 0.66516], [2.67443, -3.49767, -2.62703], [4.51978, -5.12182, -2.94934], [3.08899, -2.13570, 4.27872], [1.20748, -0.80319, 5.25965], [-0.58300, -0.00300, 3.69956], [-4.49923, -0.39827, -1.65067], [-2.79961, -0.52385, -0.41541], [-3.19905, -2.22630, 0.76451], [-3.36835, 1.03454, 1.11654], [-3.73782, 2.26584, 0.46727], [-5.07508, 2.44550, 0.03217], [-5.44958, 3.56988, -0.63673], [-4.48885, 4.58825, -0.91387], [-3.18893, 4.45978, -0.48925], [-2.77387, 3.33185, 0.22617], [-1.39584, 3.27511, 0.73226], [0.00345, 2.26700, -0.61645], [1.79356, 3.21765, -0.06622], [-0.50889, 3.12208, -2.46273], [-5.36218, -0.45175, -0.98854], [-4.49659, -1.25916, -2.31752], [-4.50285, 0.51749, -2.23452], [-4.03101, -2.01655, 1.43568], [-2.31202, -2.49271, 1.33295], [-3.47148, -3.04434, 0.09843], [-2.49485, 1.06449, 1.75988], [-4.21249, 0.54550, 1.60407], [-5.80614, 1.68134, 0.26281], [-6.47511, 3.70870, -0.95229], [-4.80345, 5.48078, -1.43950], [-2.48414, 5.26296, -0.66353], [-1.27914, 2.76066, 1.68325], [-0.97655, 4.27911, 0.80941], [1.64945, 4.29166, -0.17488], [2.58071, 2.87142, -0.73305], [2.04985, 2.96446, 0.95923], [-0.39344, 4.20304, -2.39314], [-1.53213, 2.86847, -2.73077], [0.16871, 2.73591, -3.22245]],
  "atomic_forces_ev_per_a": [[-0.3, -0.2, -0.2], [0.1, 0.0, 0.0], [0.0, 0.0, 0.0], [0.0, 0.0, 0.0], [0.0, 0.0, -0.1], [-0.2, -0.2, 0.1], [0.0, 0.0, 0.0], [0.1, 0.0, 0.0], [1.0, -0.2, -0.2], [0.0, 0.1, -0.2], [-0.3, 0.1, 0.1], [0.0, 0.3, 0.6], [0.0, -0.3, -0.9], [-0.1, 0.2, 0.4], [0.1, -0.1, -0.1], [-0.1, 0.0, 0.0], [-0.1, -0.1, -0.1], [0.2, 0.2, 0.3], [0.0, 0.0, 0.0], [0.0, 0.0, 0.0], [0.0, 0.0, 0.0], [0.0, 0.0, 0.0], [0.0, 0.0, 0.0], [0.0, 0.0, 0.0], [0.0, 0.0, 0.0], [0.0, 0.0, 0.0], [0.0, 0.0, 0.0], [0.0, -0.1, -0.2], [0.2, 0.3, 0.5], [-0.1, -0.1, 0.0], [-0.1, -0.1, 0.0], [0.0, 0.2, -0.1], [0.0, 0.0, 0.0], [0.0, 0.1, 0.0], [-0.2, -0.1, 0.0], [0.1, -0.1, 0.1], [0.0, 0.1, 0.0], [-0.1, 0.1, 0.0], [-0.2, -0.2, 0.2], [0.1, 0.0, 0.0], [0.0, 0.0, -0.2], [0.0, 0.0, -0.1], [0.0, 0.0, 0.0], [0.0, 0.0, 0.0], [0.0, 0.0, 0.0], [0.0, 0.0, 0.0], [0.0, 0.0, 0.0], [0.0, 0.0, 0.0], [0.0, 0.0, 0.0], [0.0, 0.0, 0.0], [0.0, 0.0, 0.0], [0.0, 0.0, 0.0], [0.0, 0.0, 0.0], [-0.1, 0.0, 0.0], [0.0, 0.0, 0.0], [0.0, 0.0, 0.0], [0.0, 0.0, 0.0], [0.0, 0.0, 0.0], [0.0, 0.0, 0.0], [0.0, 0.0, 0.0], [0.0, 0.0, 0.0]],
  "mulliken_spin": [1.148, 0.347, 0.146, 0.186, -0.064, 0.245, -0.061, 0.193, -0.011, 0.034, 0.024, 0.201, 0.017, 0.007, 0.000, 0.008, -0.002, 0.092, -0.014, -0.013, -0.005, 0.000, -0.001, -0.005, -0.001, 0.001, 0.001, 0.058, 0.288, 0.041, 0.047, 0.226, -0.009, 0.113, 0.171, -0.054, 0.202, 0.040, 0.242, 0.053, 0.011, 0.010, 0.000, 0.002, 0.009, -0.004, 0.004, 0.005, 0.019, 0.003, 0.002, 0.000, 0.004, 0.011, 0.012, 0.008, 0.004, 0.000, 0.006, 0.001, 0.003]
}